Entry from the Open Molecules 2025 dataset: 2 unconnected molecules or ions with the total composition C5H10O (ωB97M-V with the def2-TZVPD basis set).

XYZ file:
```
16
Properties=species:S:1:pos:R:3:mulliken_charge:R:1
C 0.2085 -2.2730 0.4016 -1.02
C 0.7607 -1.0104 -0.1942 -0.06
C 1.7436 -0.3073 0.3576 -0.22
O 2.1630 0.8895 -0.1636 -0.46
H 0.8442 -2.6614 1.2124 0.32
H -0.7906 -2.1031 0.8228 0.23
H 0.1040 -3.0701 -0.3436 0.29
H 0.3004 -0.6306 -1.1042 0.37
H 2.2352 -0.6309 1.2752 0.25
H 2.9313 1.2015 0.3277 0.32
C -2.3042 1.9140 -0.7724 -0.45
C -1.1957 1.6289 -0.0924 -0.46
H -2.2736 2.3804 -1.7548 0.23
H -3.2930 1.6826 -0.3848 0.24
H -1.2350 1.1537 0.8853 0.21
H -0.1990 1.8361 -0.4727 0.20
```

Output
Charge: 0
SMILES string: C/C=C/O.C=C
Gap between HOMO and LUMO: 9.5 eV

***

Entry from the Open Molecules 2025 dataset: 2 unconnected molecules or ions with the total composition C5H10O at a distorted geometry (ωB97M-V with the def2-TZVPD basis set).

XYZ file:
```
16
Properties=species:S:1:pos:R:3:mulliken_charge:R:1
C 1.4805 -0.3735 -0.8526 -1.15
C 0.3161 -1.0179 -0.1176 0.80
C 0.0944 -0.6116 1.3176 -1.00
O -0.1682 -2.0634 -0.5038 -0.59
H 1.4399 -0.5715 -1.9264 0.33
H 1.6314 0.6975 -0.6782 0.28
H 2.3432 -0.9093 -0.4408 0.39
H -0.0104 0.4804 1.3755 0.32
H -0.8403 -1.0509 1.6790 0.28
H 0.9436 -0.9831 1.8977 0.36
C -1.0787 1.4859 0.1416 -0.74
C -1.2752 0.5572 -0.7913 -0.60
H -1.7449 1.5815 0.9924 0.36
H -0.2677 2.2099 0.0862 0.33
H -0.7538 0.5947 -1.7353 0.32
H -2.0503 -0.1925 -0.6927 0.31
```

Output
Charge: 0
SMILES string: CC(C)=O.C=C
Gap between HOMO and LUMO: 10.2 eV

***

Entry from the Open Molecules 2025 dataset: C5H10O in the gas phase (ωB97M-V with the def2-TZVPD basis set).

XYZ file:
```
16
Properties=species:S:1:pos:R:3:mulliken_charge:R:1
C 1.5561 -0.1996 1.0490 -1.40
C 0.9290 0.0623 -0.3029 0.03
C 0.1236 -1.0532 -0.9255 -0.94
C -0.5520 0.2264 -0.5630 1.00
C -1.5767 0.3439 0.5374 -1.33
O -0.8907 0.9625 -1.7138 -0.57
H 2.4189 -0.8640 0.9203 0.36
H 1.9056 0.7107 1.5481 0.31
H 0.8633 -0.7147 1.7236 0.29
H 1.5367 0.6497 -0.9872 0.39
H 0.2336 -1.2589 -1.9849 0.28
H -0.0549 -1.9241 -0.2994 0.26
H -2.5373 -0.0761 0.2219 0.29
H -1.7380 1.4009 0.7870 0.37
H -1.2605 -0.1591 1.4542 0.30
H -0.9567 1.8933 -1.4647 0.36
```

Output
Charge: 0
SMILES string: C[C@H]1C[C@]1(C)O
Gap between HOMO and LUMO: 10.4 eV

***

Entry from the Open Molecules 2025 dataset: C5H10O in the gas phase at a distorted geometry (ωB97M-V with the def2-TZVPD basis set).

XYZ file:
```
16
Properties=species:S:1:pos:R:3:mulliken_charge:R:1
C 0.2743 -0.6159 2.3917 -0.70
C 0.1811 0.4742 1.6285 -0.08
O -0.7908 0.6119 0.6875 -0.38
C -0.3775 0.5776 -0.6897 0.56
C -1.2461 -0.4863 -1.3580 -1.31
C 1.1027 0.2974 -0.9704 -1.34
H -0.4201 -1.4390 2.2603 0.25
H 1.0496 -0.7110 3.1416 0.26
H 0.8366 1.3307 1.7065 0.41
H -0.6291 1.5541 -1.1202 0.18
H -2.3050 -0.2158 -1.2796 0.32
H -0.9966 -0.6120 -2.4153 0.37
H -1.1332 -1.4518 -0.8511 0.31
H 1.7403 1.0712 -0.5298 0.35
H 1.2976 0.2808 -2.0478 0.41
H 1.4162 -0.6663 -0.5543 0.37
```

Output
Charge: 0
SMILES string: C=COC(C)C
Gap between HOMO and LUMO: 10.4 eV

***

Entry from the Open Molecules 2025 dataset: C5H10O in the gas phase at a distorted geometry (ωB97M-V with the def2-TZVPD basis set).

XYZ file:
```
16
Properties=species:S:1:pos:R:3:mulliken_charge:R:1
C -0.1139 -1.2096 -0.9217 -1.25
C 0.4086 -0.0530 -0.0569 0.88
C 1.6244 0.5897 -0.7373 -1.54
C -0.6192 0.9965 0.2344 -0.53
C -1.5455 0.0435 1.8034 -0.65
O -1.1044 1.2707 1.4496 -0.31
H -0.9449 -1.7244 -0.4307 0.32
H 0.6791 -1.9392 -1.1217 0.37
H -0.4740 -0.8338 -1.8878 0.32
H 0.6924 -0.4687 0.9232 0.20
H 2.3961 -0.1613 -0.9389 0.39
H 2.0600 1.3738 -0.1104 0.37
H 1.3385 1.0368 -1.6977 0.36
H -0.8024 1.7940 -0.4876 0.37
H -2.2496 -0.4537 1.1562 0.33
H -1.3452 -0.2613 2.8237 0.36
```

Output
Charge: 0
Gap between HOMO and LUMO (spin up / spin down): 8.2 / 8.6 eV

***

Entry from the Open Molecules 2025 dataset: 2 unconnected molecules or ions with the total composition C5H10O (ωB97M-V with the def2-TZVPD basis set).

XYZ file:
```
16
Properties=species:S:1:pos:R:3:mulliken_charge:R:1
C -1.9350 -0.4518 0.8718 -0.73
C -0.7190 -0.4533 0.3241 -0.50
C 0.5344 -0.1312 1.0364 0.20
C 1.6513 -1.1394 0.8964 -0.57
C 1.7890 0.2161 0.2800 -0.61
H -2.0857 -0.1658 1.9109 0.27
H -2.8163 -0.7385 0.3054 0.29
H -0.5998 -0.7404 -0.7240 0.32
H 0.4070 0.3409 2.0083 0.38
H 2.2272 -1.3886 1.7812 0.25
H 1.4559 -1.9810 0.2372 0.23
H 1.7322 0.3094 -0.8013 0.21
H 2.4713 0.9201 0.7476 0.25
O -1.1927 2.1799 -0.7038 -0.67
H -1.5892 1.5661 -0.0698 0.36
H -1.2625 1.7039 -1.5399 0.32
```

Output
Charge: 0
SMILES string: C=CC1CC1.O
Gap between HOMO and LUMO: 10.4 eV

***

Entry from the Open Molecules 2025 dataset: 2 unconnected molecules or ions with the total composition C5H10O (ωB97M-V with the def2-TZVPD basis set).

XYZ file:
```
16
Properties=species:S:1:pos:R:3:mulliken_charge:R:1
C -0.6827 1.3464 -0.8445 -1.24
C -0.8114 0.1217 0.1540 0.74
C -1.7065 -0.9741 -0.4163 -1.29
C 0.6354 0.0130 0.1268 -0.77
C 2.6551 -0.3604 1.3695 -0.05
O 2.8024 -1.5213 1.0435 -0.48
H -0.2757 2.2354 -0.3640 0.32
H -1.7018 1.5455 -1.1875 0.41
H -0.0863 1.1130 -1.7352 0.36
H -1.2084 0.5327 1.0888 0.28
H -2.7265 -0.6089 -0.5854 0.34
H -1.7626 -1.8256 0.2689 0.35
H -1.3074 -1.3360 -1.3713 0.32
H 0.9132 -0.6944 -0.6812 0.21
H 3.1305 0.4807 0.8330 0.25
H 2.1327 -0.0674 2.3010 0.26
```

Output
Charge: 0
Gap between HOMO and LUMO: 8.8 eV

***

Entry from the Open Molecules 2025 dataset: 2 unconnected molecules or ions with the total composition C5H10O (ωB97M-V with the def2-TZVPD basis set).

XYZ file:
```
16
Properties=species:S:1:pos:R:3:mulliken_charge:R:1
C -0.3978 -0.5842 -1.4539 -0.96
C 0.4926 -0.1397 -0.5754 0.85
C 1.8703 -0.7290 -0.4414 -1.19
C 0.1533 0.9881 0.3794 -0.74
C -0.2870 0.4039 1.7025 0.13
O -1.3874 0.5500 2.1790 -0.45
H -0.1723 -1.4055 -2.1301 0.29
H -1.3893 -0.1461 -1.5302 0.20
H 2.1287 -0.9311 0.6041 0.28
H 2.6204 -0.0246 -0.8166 0.28
H 1.9660 -1.6648 -0.9971 0.36
H 1.0383 1.6182 0.5467 0.33
H -0.6565 1.6130 -0.0031 0.35
H 0.4727 -0.2149 2.2263 0.28
H -3.4333 0.2919 -0.1515 0.18
H -3.0187 0.3747 0.4615 -0.19
```

Output
Charge: 0
SMILES string: C=C(C)CC=O.[H][H]
Gap between HOMO and LUMO: 10.4 eV

***

Entry from the Open Molecules 2025 dataset: a molecular structure, C5H10O (ωB97M-V with the def2-TZVPD basis set).

XYZ file:
```
16
Properties=species:S:1:pos:R:3:mulliken_charge:R:1
C 0.9155 1.2816 -0.7510 -1.04
C 0.4331 -0.4204 0.6534 -0.23
C 0.0057 0.5115 1.7526 -1.23
C -0.7579 -1.0166 -0.0545 -0.62
C -0.5043 -1.6042 -1.4283 0.02
O 0.2995 -1.1618 -2.2149 -0.45
H 1.3170 2.0788 -0.1219 0.36
H -0.1548 1.3971 -0.8986 0.27
H 1.4273 1.2010 -1.7123 0.30
H 1.2280 0.2437 -0.2226 0.50
H -0.2868 -0.1405 2.5886 0.38
H 0.8305 1.1369 2.1098 0.36
H -0.8666 1.1533 1.5302 0.35
H -1.0886 -1.8270 0.6155 0.40
H -1.6501 -0.3593 -0.1454 0.30
H -1.1476 -2.4742 -1.7005 0.33
```

Output
Charge: 0
Gap between HOMO and LUMO: 8.8 eV

***

Entry from the Open Molecules 2025 dataset: 2 unconnected molecules or ions with the total composition C5H10O (ωB97M-V with the def2-TZVPD basis set).

XYZ file:
```
16
Properties=species:S:1:pos:R:3:mulliken_charge:R:1
C 2.3642 0.1238 0.5607 -0.76
O 1.3344 -0.8460 0.5058 -0.41
C 0.1069 -0.3201 0.4035 0.34
C -0.4331 0.9076 0.3698 -0.49
C -1.8377 0.3494 0.2247 -0.40
C -1.1859 -1.0702 0.2662 -0.60
H 2.2221 0.7937 1.4173 0.31
H 2.3801 0.7209 -0.3591 0.31
H 3.3041 -0.4190 0.6651 0.24
H -0.0460 1.9198 0.4173 0.39
H -2.3425 0.5760 -0.7212 0.25
H -2.5260 0.5529 1.0532 0.27
H -1.4696 -1.6906 1.1225 0.29
H -1.2868 -1.6524 -0.6561 0.25
H -0.3926 -0.0893 -2.9731 0.25
H -0.1917 0.1434 -2.2967 -0.25
```

Output
Charge: 0
SMILES string: COC1=CCC1.[H][H]
Gap between HOMO and LUMO: 9.7 eV

***

Entry from the Open Molecules 2025 dataset: 2 unconnected molecules or ions with the total composition C5H10O (ωB97M-V with the def2-TZVPD basis set).

XYZ file:
```
16
Properties=species:S:1:pos:R:3:mulliken_charge:R:1
C -1.4701 -1.6896 -0.0916 -0.75
C -0.5181 -1.2109 0.7033 -0.26
C 0.8659 -0.9518 0.2430 0.36
C 1.7083 0.0622 0.8868 -0.57
O 1.9082 -1.3156 1.1437 -0.44
H -2.4840 -1.8531 0.2610 0.26
H -1.2640 -1.9346 -1.1321 0.25
H -0.7233 -0.9750 1.7473 0.23
H 1.0665 -1.1951 -0.8029 0.35
H 2.4917 0.5557 0.3108 0.28
H 1.3091 0.6389 1.7222 0.26
C -0.5790 1.9738 -0.9996 -0.86
H -0.1624 2.4118 -0.0884 0.21
H -1.2856 2.6753 -1.4499 0.33
H 0.2303 1.7645 -1.7044 0.23
H -1.0936 1.0434 -0.7493 0.13
```

Output
Charge: 0
SMILES string: C=C[C@H]1CO1.C
Gap between HOMO and LUMO: 10.8 eV

***

Entry from the Open Molecules 2025 dataset: C5H10O in the gas phase (ωB97M-V with the def2-TZVPD basis set).

XYZ file:
```
16
Properties=species:S:1:pos:R:3:mulliken_charge:R:1
C 2.2020 0.2133 -0.4901 -1.14
C 1.2340 -0.7785 0.1499 -0.41
C -0.2180 -0.5930 -0.2900 -0.62
C -0.9309 0.5665 0.3823 0.69
C -2.4455 0.5614 0.3124 -1.15
O -0.3360 1.4433 0.9740 -0.55
H 1.9098 1.2405 -0.2562 0.31
H 3.2217 0.0539 -0.1233 0.32
H 2.2205 0.0948 -1.5805 0.30
H 1.5433 -1.8019 -0.0930 0.33
H 1.2819 -0.6824 1.2411 0.27
H -0.8068 -1.5045 -0.1183 0.36
H -0.2795 -0.4100 -1.3746 0.31
H -2.8276 0.1850 1.2695 0.28
H -2.8173 1.5810 0.1896 0.34
H -2.8289 -0.0856 -0.4817 0.33
```

Output
Charge: 0
SMILES string: CCCC(C)=O
Gap between HOMO and LUMO: 10.6 eV

***

Let's list relative energy (zero: lowest compared OMol25 entry of this formula, charge and spin) in order: 1.8684 2.0915 0.9774 1.2899 4.1317 1.6714 4.9054 1.9113 4.5235 2.7779 2.1653 0.0577 eV.